No. 1
{"formula": "C7H12N", "method": "wB97M-V/def2-TZVPD", "elements": ["C", "C", "C", "C", "C", "C", "C", "N", "H", "H", "H", "H", "H", "H", "H", "H", "H", "H", "H", "H"], "positions_angstrom": [[2.0315, 0.0977, 0.6847], [1.0926, 1.0905, 1.2181], [1.4502, -1.3442, 0.4694], [0.9580, -0.1737, -0.3362], [0.9766, -0.2048, -1.8162], [-2.1278, -0.1288, 0.6323], [-1.3043, 1.0924, 0.4893], [0.1200, 0.7813, 0.4157], [2.9777, 0.2098, 0.2912], [1.0125, 1.8822, 1.9515], [2.0846, -1.9344, -0.1975], [0.9794, -1.7822, 1.3272], [0.7816, -1.2907, -2.1628], [1.9723, 0.1783, -2.1407], [0.2471, 0.5245, -2.1845], [-1.5743, -0.9292, 0.0853], [-2.1493, -0.4997, 1.5854], [-3.2190, 0.0780, 0.4070], [-1.4562, 1.9807, 1.1509], [-1.5964, 1.3824, -0.5560]], "forces_ev_per_angstrom": [[-0.1082, -0.6369, -1.0377], [-0.8596, -0.2414, -0.3695], [-0.4311, 1.7829, 0.1762], [-0.6969, -1.7197, 0.4027], [0.5725, -0.5519, -0.8144], [-0.8368, -0.5813, -0.9933], [-0.2291, 1.6647, -2.2798], [-0.0469, 0.4432, 1.5492], [2.1224, 0.8161, 0.0461], [0.3637, -0.1920, 0.3743], [-0.0555, -0.0890, 0.6971], [-0.3839, -0.4013, -0.0127], [0.2612, 2.0947, 0.1670], [-0.6800, -0.5897, -0.1786], [-0.0124, -0.4811, -0.2703], [-1.2510, 0.4296, -0.3239], [0.0640, -0.7977, 2.8194], [1.4856, -0.5154, -0.4544], [0.1110, -0.9874, -0.3111], [0.6111, 0.5536, 0.8135]], "homo_ha": -0.53299, "e_lumo_ha": -0.173, "relative_energy_kcal_mol": 74.01, "charge": 1, "orbital_gap_ha": 0.3604}

No. 2
{"formula": "C23H23MoNO5S4Si", "method": "wB97M-V/def2-TZVPD", "elements": ["Mo", "S", "S", "S", "S", "C", "Si", "C", "C", "N", "C", "C", "C", "C", "C", "C", "O", "C", "C", "C", "C", "C", "C", "H", "H", "H", "H", "H", "H", "H", "H", "H", "H", "H", "H", "H", "H", "H", "H", "H", "H", "O", "C", "O", "C", "C", "C", "C", "O", "C", "O", "C", "C", "H", "H", "H", "H", "H"], "positions_angstrom": [[-0.2497, -0.3543, -0.4859], [-2.4901, -1.0200, -0.6241], [-2.8389, -1.7460, -2.5335], [-2.0857, -0.1993, -3.6206], [-0.1327, -0.2026, -2.9430], [-2.1480, 1.5488, 2.0347], [-1.1229, 0.1906, 2.7816], [0.0648, 1.0025, 3.9654], [-2.2995, -0.9717, 3.6390], [-0.2193, -0.6967, 1.5250], [0.5655, -1.7851, 1.9234], [0.8436, -2.1665, 3.2400], [1.6295, -3.2755, 3.5152], [2.1628, -4.0493, 2.4957], [1.9147, -3.7040, 1.1715], [1.1431, -2.5883, 0.9473], [0.8083, -2.1618, -0.3536], [1.4639, -2.7397, -1.4773], [2.7113, -2.2638, -1.8079], [3.3048, -2.8028, -2.9436], [2.6437, -3.7707, -3.6879], [1.3806, -4.2126, -3.3154], [0.7643, -3.6891, -2.1862], [-2.7818, 1.9188, 2.8446], [-2.8085, 1.2186, 1.2330], [-1.5559, 2.3884, 1.6791], [-0.4802, 1.7052, 4.5991], [0.7969, 1.5752, 3.3903], [0.6140, 0.3252, 4.6165], [-3.0083, -0.3969, 4.2376], [-1.8331, -1.7090, 4.2905], [-2.8704, -1.5137, 2.8801], [0.4519, -1.5905, 4.0652], [1.8246, -3.5344, 4.5470], [2.7694, -4.9152, 2.7203], [2.3122, -4.2797, 0.3499], [3.1820, -1.4865, -1.2218], [4.2800, -2.4514, -3.2512], [3.1119, -4.1756, -4.5746], [0.8645, -4.9530, -3.9108], [-0.2334, -3.9737, -1.8829], [2.6931, 2.5521, -0.9790], [1.5789, 2.0990, -0.9053], [1.3565, 0.8222, -0.5944], [0.3552, 2.9143, -1.1682], [-0.9106, 2.4063, -0.9702], [-2.0948, 3.0735, -1.2813], [-1.9146, 4.3296, -1.8085], [-2.8711, 5.2029, -2.2305], [-2.1755, 6.3902, -2.6254], [-0.7754, 6.1201, -2.5611], [-0.6543, 4.8773, -2.0044], [0.4993, 4.2057, -1.7002], [-1.0860, 1.4450, -0.4545], [-3.0651, 2.6246, -1.1349], [-2.4205, 7.1960, -1.9281], [-2.4493, 6.6336, -3.6522], [1.4844, 4.6135, -1.8733]], "forces_ev_per_angstrom": [[0.9066, -0.1417, 0.5067], [-0.2898, 0.0640, 0.0697], [-0.0456, -0.0529, -0.1803], [0.0982, -0.0548, 0.0130], [-0.1315, -0.0280, -0.0214], [-0.0431, 0.0141, -0.0664], [0.0776, -0.1585, -0.0447], [0.1254, 0.1520, -0.0084], [-0.1059, -0.1393, -0.0704], [0.0253, -0.0291, -0.2693], [-0.0081, 0.0441, 0.2904], [0.0140, -0.0721, 0.1108], [-0.0193, 0.0224, -0.0214], [0.0131, -0.0108, -0.1023], [-0.0088, 0.0660, 0.3306], [-0.0706, -0.0663, -0.5230], [-0.0160, 0.2526, -0.0790], [-0.2752, 0.1315, 0.3760], [0.0363, -0.1904, -0.2736], [0.0085, 0.0632, 0.0729], [-0.0045, -0.0044, 0.0061], [-0.0611, 0.0191, 0.0575], [0.2461, -0.0329, -0.1896], [-0.0298, 0.0358, 0.0108], [-0.0404, -0.0369, -0.0230], [0.0729, 0.0850, -0.0335], [-0.0198, 0.0313, 0.0169], [0.0255, 0.0290, 0.0398], [-0.0137, 0.0388, 0.0054], [-0.0235, 0.0210, 0.0278], [0.0483, -0.0020, -0.0109], [-0.0418, -0.0116, 0.0293], [-0.0011, -0.0887, -0.0679], [0.0081, -0.0143, 0.0102], [0.0045, -0.0028, 0.0033], [0.0138, -0.0159, -0.0382], [-0.0127, 0.0215, 0.0303], [0.0107, -0.0049, -0.0122], [0.0076, -0.0042, -0.0102], [0.0040, -0.0072, -0.0142], [-0.0092, -0.0048, 0.0183], [-0.0632, 0.1229, -0.0046], [0.1862, -0.4263, 0.1115], [-0.2887, 0.1129, -0.1585], [-0.1081, 0.1327, -0.1082], [-0.2090, -0.3775, 0.1943], [0.3139, 0.2072, -0.1292], [-0.1898, -0.0871, 0.0084], [0.0945, 0.0138, 0.0039], [0.0065, -0.0421, 0.0148], [-0.0918, -0.0462, 0.0140], [0.1470, 0.0198, -0.0058], [-0.0558, -0.1106, 0.0078], [-0.1770, 0.4823, 0.0830], [-0.0350, 0.0074, 0.0243], [-0.0130, 0.0011, -0.0725], [-0.0022, 0.0662, 0.0536], [0.0104, 0.0066, -0.0026]], "homo_ha": [-0.28327, -0.28499], "e_lumo_ha": [-0.048, -0.045], "relative_energy_kcal_mol": 0.00, "charge": 0, "orbital_gap_ha": [0.2348, 0.2396], "multiplicity": 3}

Number 1: DFT total energy -8933.793 eV. Number 2: DFT total energy -89028.519 eV.